11 unconnected molecules or ions with the total composition C60H153N11O19 at a distorted geometry. Source: the OMol25 dataset; level of theory: ωB97M-V/def2-TZVPD.

```
243
Properties=species:S:1:pos:R:3:forces:R:3:lowdin_charge:R:1
C -0.6660 0.7954 -9.0635 -0.62 -0.20 1.44 -0.1028
O 0.3871 1.3191 -8.2365 -0.68 0.42 -0.43 -0.2021
C -0.1107 2.0379 -7.1007 -0.33 -0.76 -0.07 -0.2097
C 0.9199 1.9905 -5.9798 -0.29 -1.15 1.51 -0.3872
C 1.5011 0.5647 -5.7157 -1.79 0.38 0.15 -0.0392
N 0.2028 2.4909 -4.7748 0.60 0.70 -1.02 0.0597
H -1.5546 1.4572 -9.0732 0.65 0.16 -0.49 0.0864
H -1.0882 -0.1188 -8.5935 0.43 0.11 -0.16 0.0855
H -0.2996 0.5300 -10.0514 0.11 0.34 0.04 0.0818
H -0.3732 3.1128 -7.3177 0.11 -1.07 -0.04 0.1404
H -1.0265 1.4732 -6.7313 0.70 0.77 -0.25 0.1262
H 1.7709 2.6074 -6.1856 0.24 0.90 -0.15 0.1255
H 1.9620 0.4507 -4.7248 -0.23 0.26 -0.27 0.0693
H 2.1526 0.1905 -6.4603 0.93 -0.02 -0.88 0.0578
H 0.6200 -0.0778 -5.8062 0.03 -0.39 0.49 0.0642
H 0.7995 2.5273 -3.9647 0.04 -0.09 0.23 0.0578
H -0.6636 2.0129 -4.5810 0.21 -0.31 0.02 0.0331
C 2.2339 7.2273 0.9208 -0.56 2.81 0.45 -0.1331
O 3.5034 6.7685 1.2258 0.79 -1.32 -0.15 -0.1928
C 3.4421 5.5672 1.9920 0.50 0.86 1.31 -0.2020
C 4.8045 5.3407 2.7069 -0.04 -0.87 -2.37 -0.3603
C 5.8834 5.1646 1.5341 -1.30 0.23 0.58 -0.0291
N 4.7105 4.1869 3.5959 -0.83 0.06 -0.62 0.0608
H 1.4838 6.4513 0.8630 -0.19 -0.29 -0.59 0.0629
H 2.2859 7.9250 0.0273 -0.16 -1.21 0.75 0.1029
H 1.9123 7.9068 1.7683 -0.03 -0.57 -0.65 0.1022
H 2.5657 5.6422 2.6640 0.63 0.07 0.30 0.1118
H 3.2556 4.6790 1.4183 -0.17 -0.49 -0.97 0.0974
H 5.0823 6.2076 3.2797 -0.06 0.41 0.33 0.1298
H 5.6872 5.9996 0.8337 0.56 -0.49 0.21 0.0776
H 5.7590 4.1952 1.0086 -0.26 0.57 0.36 0.0447
H 6.9011 5.1635 1.9206 0.07 0.28 0.02 0.0625
H 4.7642 3.2984 3.0905 -0.04 0.42 -0.11 0.0537
H 5.5289 4.2278 4.1408 1.05 -0.24 1.07 0.0371
C 3.5895 2.4615 -0.5044 -0.84 -0.40 1.21 -0.1012
O 3.1407 1.3235 -1.2547 0.02 0.57 0.75 -0.1703
C 2.2319 0.6205 -0.4261 -0.84 -0.92 0.44 -0.2111
C 1.2013 -0.1299 -1.2656 -1.30 -0.24 -0.28 -0.3913
C -0.0172 -0.6303 -0.4571 0.71 -0.97 1.60 -0.0378
N 1.7844 -1.2149 -2.0657 -0.49 -0.79 0.49 0.0638
H 4.3312 3.0272 -1.0554 0.21 -0.20 -0.12 0.0721
H 3.9881 2.0794 0.5034 -0.22 0.77 -1.25 0.1038
H 2.7088 3.1442 -0.3023 0.84 -0.62 -0.15 0.0841
H 2.7241 -0.1390 0.2290 0.13 0.55 -0.40 0.1032
H 1.6915 1.3058 0.2751 0.25 -0.27 -0.62 0.1164
H 0.7346 0.5870 -1.9234 0.12 0.73 -0.58 0.1087
H -0.8583 0.0697 -0.4542 0.18 -0.15 -0.37 0.0489
H 0.2411 -0.7655 0.6355 -0.06 0.06 -0.92 0.0717
H -0.3408 -1.6417 -0.7990 0.01 0.85 0.00 0.0712
H 2.3521 -0.8131 -2.7735 0.74 0.35 -0.71 0.0477
H 1.1236 -1.8275 -2.5846 0.30 0.88 0.77 0.0850
C -8.2963 -1.2787 3.6767 -0.45 -0.38 0.20 -0.1344
O -7.0623 -0.7486 4.0348 0.83 0.37 0.45 -0.1898
C -6.8634 0.6439 3.7835 -0.90 -0.67 0.37 -0.2262
C -5.7417 0.7673 2.8165 -0.24 0.14 0.83 -0.2019
N -5.4162 2.1761 2.6870 -0.68 -0.17 -2.11 -0.0501
C -4.5197 2.7075 3.6151 1.29 0.69 2.51 -0.2350
C -3.3462 1.7548 3.8799 0.39 -0.15 1.23 -0.2276
O -2.8511 1.4274 2.5802 -0.64 0.46 0.67 -0.2314
C -2.1063 0.2509 2.5308 0.52 -0.05 -0.43 -0.0972
H -8.2241 -2.3803 3.8085 -0.26 0.75 0.22 0.0968
H -8.5460 -1.1209 2.6260 0.04 0.22 -0.24 0.0794
H -9.0880 -0.8127 4.2915 -0.01 -0.52 -0.16 0.0913
H -6.6867 1.2309 4.6623 0.45 -0.18 1.15 0.1113
H -7.7667 1.1004 3.4227 -0.62 0.09 -0.71 0.1130
H -6.1989 0.3767 1.9321 0.48 -0.12 -1.17 0.1133
H -4.9834 0.0521 3.2115 -0.01 0.62 -0.73 0.1160
H -5.0736 2.3804 1.7523 -0.37 -0.34 0.00 0.0738
H -5.0634 2.9780 4.5752 0.86 -0.33 -0.73 0.1287
H -4.0065 3.6304 3.2792 -0.81 -0.21 -0.25 0.1229
H -3.6908 0.8594 4.5115 0.65 0.83 -1.14 0.1337
H -2.5550 2.2712 4.5100 -0.64 -0.52 -0.66 0.1271
H -1.8926 -0.0132 1.4952 -0.27 0.20 -0.16 0.0674
H -2.6973 -0.5413 2.9570 -0.03 -0.69 0.43 0.0762
H -1.1339 0.3712 3.0007 0.14 -0.17 0.48 0.0775
C -5.4593 -6.7398 0.3698 0.31 0.65 -0.41 -0.1087
O -4.0573 -6.9447 0.4889 -0.05 0.53 0.33 -0.1912
C -3.5127 -7.8549 -0.4384 -1.00 0.55 -1.53 -0.2582
C -2.1644 -8.3882 -0.0947 0.67 1.00 -0.19 -0.1905
N -1.0752 -7.4240 -0.4145 -3.41 -0.32 -0.44 -0.0684
C 0.2293 -7.8159 -0.1549 1.92 0.47 0.32 -0.2249
C 1.1741 -6.5833 -0.4475 1.04 -1.86 1.26 -0.2224
O 0.7319 -5.5497 0.3603 -0.30 1.41 1.15 -0.2114
C 1.1889 -4.2637 -0.0823 -1.42 0.23 0.31 -0.0708
H -5.7885 -6.1675 1.2117 0.16 0.38 0.82 0.0724
H -6.0241 -7.6687 0.4401 0.04 -0.24 -0.55 0.0851
H -5.7534 -6.0823 -0.4886 0.34 -0.96 0.10 0.0897
H -3.4268 -7.3812 -1.4769 -0.38 -0.55 1.08 0.1411
H -4.2054 -8.7042 -0.4590 0.03 -0.11 -0.40 0.1165
H -2.1109 -9.2713 -0.7076 0.62 -0.44 -0.44 0.1133
H -2.2138 -8.7427 0.9254 0.41 0.00 0.73 0.1189
H -1.2909 -6.5549 0.0302 -0.02 0.52 0.35 0.0923
H 0.4284 -8.6474 -0.8229 0.63 -0.24 -0.03 0.1144
H 0.3612 -8.1576 0.9073 0.35 0.24 -0.59 0.1287
H 1.2001 -6.1912 -1.4426 -0.34 -0.46 -1.20 0.0956
H 2.2454 -6.8781 -0.1961 -0.99 0.28 -0.17 0.1357
H 0.8482 -4.1623 -1.1142 0.26 0.26 -0.29 0.0716
H 2.2679 -4.2083 -0.0407 0.32 0.23 0.05 0.0650
H 0.6762 -3.4106 0.4811 0.81 -1.46 -0.35 0.0982
C 6.5509 0.3747 6.4102 0.87 -0.89 -0.65 -0.1084
O 7.2236 0.5645 5.1761 -0.60 0.79 -0.50 -0.2069
C 6.9296 1.8692 4.6398 3.09 -0.25 0.27 -0.2233
C 7.7948 2.1077 3.3605 -1.36 -0.92 0.58 -0.1638
N 7.1420 1.5576 2.1268 1.00 0.52 1.64 -0.0275
C 8.0452 1.7807 1.0164 -1.17 -2.09 -0.75 -0.2215
C 7.2276 1.9403 -0.2209 -0.95 0.73 -0.44 -0.2459
O 8.1106 2.2840 -1.2722 -0.61 -0.07 -0.34 -0.1884
C 7.4904 2.1695 -2.5461 1.15 0.84 -0.59 -0.1093
H 6.8167 -0.6481 6.6907 -0.24 0.24 0.34 0.0986
H 5.4859 0.4843 6.3405 -0.80 -0.07 -0.27 0.0745
H 6.8873 1.0927 7.1293 0.43 0.43 0.71 0.0767
H 7.3038 2.6193 5.3798 -0.48 -0.29 -0.25 0.1294
H 5.8834 1.9682 4.5009 -0.94 0.34 -0.33 0.0599
H 8.8497 1.7559 3.5660 -1.01 0.17 -0.30 0.1398
H 7.8007 3.1789 3.2192 0.27 0.41 -0.08 0.0882
H 7.0375 0.5718 2.2475 -0.33 -0.75 0.17 0.0847
H 8.7212 0.9340 0.8065 0.22 0.35 0.46 0.1379
H 8.5623 2.6491 1.2381 1.38 1.74 0.00 0.0930
H 6.4213 2.7135 -0.0177 0.95 -0.63 -0.56 0.0940
H 6.6912 1.0044 -0.4616 0.13 0.11 0.10 0.1237
H 8.3053 2.2834 -3.3038 -0.59 0.19 0.59 0.0919
H 6.7481 3.0027 -2.7105 0.35 -1.10 0.13 0.0995
H 7.1321 1.1498 -2.7115 -0.64 0.19 0.16 0.0788
C 1.2796 -3.4583 -5.4065 -0.60 0.04 0.11 -0.0870
O 2.1364 -3.0739 -4.3662 -1.25 2.46 0.13 -0.2144
C 3.1998 -3.8838 -4.2310 2.16 -1.96 2.21 -0.2630
C 4.4597 -3.3321 -3.4361 -2.29 0.03 0.28 -0.1799
N 4.2064 -3.2058 -1.9992 -1.52 0.39 -0.21 -0.0771
C 5.3355 -2.7346 -1.1400 -1.95 -0.05 -1.58 -0.1761
C 4.8259 -2.4646 0.2594 0.92 2.42 -0.09 -0.2018
O 5.8713 -1.8677 1.0534 -0.64 0.02 0.00 -0.2279
C 6.9000 -2.7279 1.4803 -0.31 -0.13 -0.24 -0.1084
H 1.9579 -3.7363 -6.2332 -0.90 -0.08 -0.20 0.0931
H 0.6431 -2.5786 -5.6399 0.46 -0.58 -0.10 0.0847
H 0.5886 -4.2919 -5.0851 0.80 0.48 -0.46 0.1044
H 3.5620 -4.2715 -5.1549 0.51 0.17 -1.36 0.0963
H 2.8286 -4.8082 -3.7597 0.43 -0.13 0.55 0.1243
H 4.8190 -2.4345 -3.9293 0.04 0.60 -0.12 0.1097
H 5.1907 -4.0682 -3.5748 1.30 -1.22 -0.32 0.0879
H 3.2982 -2.6593 -1.9370 1.69 -0.35 0.67 0.0802
H 5.6940 -1.7697 -1.5471 0.45 -0.34 0.32 0.1217
H 6.0783 -3.5296 -1.2044 0.32 0.24 0.20 0.1162
H 4.3685 -3.2397 0.8055 -0.32 -1.60 0.39 0.0997
H 4.0615 -1.6619 0.2155 0.36 -0.43 -0.24 0.1000
H 6.5325 -3.6938 1.8449 -0.13 0.01 -0.07 0.0935
H 7.3834 -2.2265 2.3028 0.34 0.13 0.27 0.0794
H 7.6109 -2.8975 0.6752 0.26 -0.15 -0.07 0.0813
C 4.1609 0.2588 3.3948 1.32 -0.58 0.66 -0.0972
O 3.1554 -0.5785 3.9564 -0.22 0.46 -0.63 -0.1819
C 2.1557 -0.9146 2.9857 0.52 1.56 -0.26 -0.2215
C 1.0976 -1.7414 3.6380 -1.77 -1.08 -1.17 -0.2275
N 0.3818 -0.9769 4.6297 0.95 0.65 1.02 -0.0567
C -0.6965 -1.6490 5.3044 -1.74 0.86 -0.11 -0.2309
C -0.3220 -2.7052 6.2895 2.20 -1.41 -0.74 -0.2521
O 0.2824 -2.1037 7.4237 0.26 -0.35 1.02 -0.1884
C 0.7680 -3.0657 8.3901 0.88 0.43 0.05 -0.0949
H 4.6526 -0.1635 2.4927 -0.19 -0.44 0.51 0.0770
H 4.9478 0.3320 4.2233 -1.21 0.18 -1.47 0.0855
H 3.8061 1.2229 2.9973 -0.27 0.08 0.74 0.0642
H 2.7022 -1.4162 2.1648 -0.63 -0.04 0.05 0.1096
H 1.6710 0.0631 2.6012 0.65 -1.39 0.34 0.1255
H 1.4376 -2.7406 3.9541 0.42 0.29 0.23 0.1183
H 0.3133 -1.9977 2.8746 0.69 0.22 0.14 0.1219
H 1.0620 -0.7197 5.3452 -0.13 0.27 -0.11 0.1162
H -1.4609 -1.9580 4.5413 0.81 -0.32 0.63 0.1263
H -1.2879 -0.9397 5.9391 0.59 0.05 -0.61 0.1318
H 0.4360 -3.4354 5.8387 -0.93 0.68 0.40 0.1380
H -1.1891 -3.2614 6.5558 -0.87 -0.61 0.46 0.1080
H 0.6824 -2.7276 9.4455 -0.62 0.20 -0.82 0.0872
H 1.8700 -3.2487 8.3234 -0.69 0.16 -0.61 0.0896
H 0.2637 -4.0174 8.2620 -0.17 -0.16 0.11 0.0735
C -10.0370 2.8788 -0.5484 0.47 0.67 -1.00 -0.1005
O -8.9002 2.1709 -1.0033 -0.68 -0.24 -0.21 -0.1776
C -7.6880 2.6809 -0.5496 -0.03 0.57 0.25 -0.2491
C -6.5670 1.7920 -1.0505 -0.09 0.79 0.37 -0.1858
N -5.3378 2.2309 -0.4018 1.15 1.22 -0.71 -0.0573
C -4.1566 1.4329 -0.7153 0.31 0.50 -0.56 -0.1757
C -3.6956 1.3759 -2.1675 -0.70 1.01 -0.02 -0.2317
O -2.7641 0.3579 -2.3179 0.85 -0.11 0.48 -0.2171
C -2.5158 0.0179 -3.6633 0.27 0.71 0.11 -0.0748
H -10.7596 2.1500 -0.3329 -1.32 -0.96 0.01 0.0659
H -10.4352 3.6159 -1.2908 0.44 -0.54 0.41 0.1028
H -9.8669 3.3825 0.3822 0.42 0.51 0.59 0.0755
H -7.7215 2.8454 0.5374 0.33 -0.60 0.07 0.1207
H -7.5572 3.6918 -0.9351 0.25 0.38 -0.37 0.1224
H -6.5966 1.8259 -2.1503 0.23 -0.07 0.20 0.1118
H -6.7279 0.7670 -0.7449 -0.20 -0.38 0.05 0.1174
H -5.1196 3.2333 -0.6022 -0.48 -1.07 0.13 0.1415
H -4.4205 0.4204 -0.5735 -0.31 -1.36 0.85 0.0950
H -3.3269 1.6843 -0.0679 0.08 0.10 0.36 0.0948
H -3.3107 2.3255 -2.5682 0.10 0.10 0.17 0.1233
H -4.5978 1.1405 -2.7052 -0.43 -0.14 -0.76 0.0836
H -2.3075 0.9457 -4.2696 -0.22 -0.80 0.38 0.0830
H -3.4236 -0.4654 -4.0206 0.19 -0.24 -0.66 0.0809
H -1.6317 -0.6371 -3.6560 -0.49 0.09 -0.24 0.0977
C 2.1650 5.7605 -2.9455 -0.18 0.60 -0.89 -0.1294
O 1.4189 4.7444 -2.3686 -0.36 -0.59 1.17 -0.2367
C 0.0340 5.0128 -2.4839 0.50 0.30 -0.01 -0.2470
C -0.7470 4.0848 -1.6073 0.77 1.12 0.09 -0.2174
N -0.5875 4.4658 -0.2191 1.89 -0.24 0.55 -0.0363
C -1.1408 3.4725 0.6446 -2.41 -0.41 2.01 -0.2312
C -0.6193 3.5383 2.0898 -2.03 -0.54 0.26 -0.2416
O 0.4702 2.6768 2.1338 1.55 0.35 0.98 -0.2052
C 1.1831 2.9093 3.3541 0.32 -0.93 0.00 -0.0717
H 1.8096 5.7685 -4.0529 0.91 0.83 1.51 0.1147
H 3.2266 5.4207 -2.8935 -0.71 0.70 -0.05 0.0916
H 1.9559 6.7487 -2.3515 0.66 -1.41 -1.43 0.1094
H -0.2365 4.7956 -3.4963 -0.33 0.11 -0.98 0.0910
H -0.1603 6.0938 -2.2737 -0.05 -0.72 0.12 0.1366
H -0.4563 3.0618 -1.7861 0.28 -0.70 -0.20 0.1070
H -1.7460 4.1952 -1.9654 -1.18 -0.01 0.26 0.1089
H 0.4427 4.4089 0.0008 -1.11 0.41 -0.68 0.1169
H -0.9671 2.4388 0.3098 -0.14 0.01 -0.12 0.1076
H -2.2497 3.6368 0.7574 0.73 -0.29 -0.51 0.1265
H -1.3461 3.1552 2.9153 0.69 0.76 -1.72 0.1228
H -0.4500 4.5943 2.3318 0.71 0.03 0.05 0.1241
H 0.4990 2.9836 4.1994 -0.32 0.13 0.05 0.0880
H 1.7636 3.8354 3.2915 0.09 -0.31 0.08 0.0610
H 1.8040 2.0187 3.5916 -0.12 0.72 -0.42 0.0769
C -6.4708 0.7323 -4.9924 -0.16 -0.67 -0.01 -0.0917
O -6.2764 -0.0420 -3.8498 0.67 -0.86 1.23 -0.2349
C -6.8748 -1.2998 -3.8539 -2.02 -0.30 -1.06 -0.2425
C -6.5824 -2.1185 -2.6360 1.23 -1.27 -2.27 -0.1877
N -5.1181 -2.3021 -2.5368 -1.53 0.17 0.60 0.0009
C -4.7777 -2.7251 -1.1937 1.11 -0.56 -0.25 -0.2312
C -3.3069 -2.5500 -1.0078 1.58 1.48 -0.12 -0.2347
O -2.5300 -2.9948 -2.1351 0.08 -1.52 0.87 -0.1951
C -2.4341 -4.4565 -2.1495 -1.66 1.19 0.65 -0.0685
H -5.5529 1.2850 -4.9707 0.23 0.89 -0.99 0.0811
H -7.3465 1.3426 -4.8496 -0.37 0.61 -0.10 0.0851
H -6.6401 0.1292 -5.9088 0.49 0.24 0.37 0.1032
H -6.6146 -1.8350 -4.7505 0.66 -0.41 -0.58 0.1148
H -7.9642 -1.1586 -3.9877 -0.01 -0.10 0.43 0.1328
H -7.1633 -3.0740 -2.6406 0.81 0.35 -0.52 0.1415
H -7.0150 -1.6341 -1.8546 -0.87 1.80 2.90 0.0689
H -4.6843 -1.3893 -2.7058 -0.16 -0.36 0.08 0.0823
H -4.9725 -3.7782 -1.0375 -0.66 -0.38 -0.16 0.1011
H -5.2127 -2.1627 -0.3755 -0.69 0.26 0.23 0.1158
H -2.9407 -3.0144 -0.0687 -0.20 0.08 -0.38 0.1305
H -3.1154 -1.4393 -0.9390 0.09 -1.16 -0.10 0.1069
H -2.5176 -4.8681 -1.1493 0.30 0.15 0.51 0.0621
H -1.5163 -4.7705 -2.5598 1.09 -0.13 -0.68 0.0611
H -3.2795 -4.9313 -2.6573 0.06 0.32 -0.48 0.0861
```
Positions in Å, forces in eV/Å.

## Properties
Relative energy (zero: lowest compared OMol25 entry of this formula, charge and spin) ... 341.1 kJ/mol
M ... 1332.9 g mol⁻¹
Total energy ... -4409.135287 Eh
Kohn-Sham gap ... 0.3234 Ha
Total charge ... 0
Largest force on an atom ... 3.7 eV Å⁻¹